Computed, not measured: H2LiO as an isolated structure in a non-equilibrium geometry, with wB97M-V/def2-TZVPD.

Atoms and positions in Å:
Li 2.380 -3.613 1.291
H -1.490 0.841 -0.601
O -0.629 0.977 -0.144
H -0.261 1.796 -0.547

The total charge is +1. Its orbital gap is 8.189 eV.


Computed, not measured: a 3-piece molecular cluster, H2N2O2 overall in a non-equilibrium geometry, with wB97M-V/def2-TZVPD.

Atoms and positions in Å:
H 3.602 -1.316 0.683
N -4.274 0.916 -0.421
H 4.422 -2.002 -0.672
N 4.476 -1.140 -0.030
O -4.445 1.868 -1.198
O -3.782 1.674 1.640

The total charge is -2. Its orbital gap (alpha / beta) is 5.579 / 4.701 eV.


Computed, not measured: a 2-piece molecular cluster, H2N2O2 overall in a non-equilibrium geometry, with wB97M-V/def2-TZVPD.

Atoms and positions in Å:
N -0.649 0.634 -0.175
O 1.552 0.392 0.098
H -1.139 -1.285 -0.513
H -0.904 1.228 0.564
O -1.224 -0.568 0.113
N 2.364 -0.400 -0.087

The total charge is 0. Its orbital gap (alpha / beta) is 9.645 / 8.313 eV.


Q: Which energy relative to the best compared isomer or geometry (same formula, charge and spin) values were calculated for the entries above? A: 30.9; 113.7; 88.2, in kcal/mol.